C47H37Br2IN4O2SSiTi | ωB97M-V/def2-TZVPD

HOMO-LUMO gap (spin up / spin down) = 5.7 / 5.6 eV
HOMO (spin up / spin down) = -3.82 / -4.32 eV
Relative energy (zero: lowest compared OMol25 entry of this formula, charge and spin) = 19.4 kcal/mol

Geometry as ORCA input:
```
! RIJCOSX wB97M-V def2-TZVPD def2/J DEFGRID3
* xyz -1 2
O 0.42358 -0.78281 0.75840
H -2.80877 2.19177 0.10467
H 3.25473 -1.77350 -2.66975
H -2.76612 -3.70960 -2.55873
H -2.99154 -0.01020 0.68838
H 2.98106 -1.26498 -5.07574
H 4.22344 -3.94344 -1.04000
C -0.03138 -3.37882 -0.12879
H 4.40376 0.94350 -2.16268
H -4.29639 -3.85541 -0.61914
C 1.74118 -4.28816 2.67191
O -1.17360 -0.89727 2.23822
H -0.45683 1.09245 -4.16118
H 3.56656 2.67929 -3.70519
C -1.42838 -5.09146 1.55953
H 0.25239 -5.08943 -1.38363
H -1.72987 -3.37278 2.79934
H -1.95287 -5.76446 2.22162
C -1.99497 -1.79591 -1.99418
H 2.31648 1.90473 1.93410
H -4.02379 4.83633 -3.83802
C -0.86284 -5.55194 0.38516
H -3.62543 0.83743 -2.40157
C 3.15577 1.55959 -0.54223
Ti -0.05899 0.92565 1.33512
H -3.77469 4.41210 0.27057
C -0.44982 -1.45700 1.39298
H 1.72759 -0.79980 -1.02850
H 3.53518 0.80984 0.13914
C 2.29263 -4.94736 1.58553
C -2.81076 -2.90334 -1.83942
H -0.35469 3.53726 -2.09753
C -2.51460 4.97853 1.95248
H -4.37603 -1.99852 1.00847
C 0.48406 0.17649 -2.47427
C -3.72008 -1.94103 0.15011
C 1.25357 -0.03436 -4.75693
C 2.66086 -2.32278 2.01395
H 1.06810 4.21219 -0.58849
N 0.11645 1.32164 3.37596
H 2.14104 -6.00375 1.42108
C 1.56355 -0.60944 -2.07986
C -3.01335 4.09857 0.96626
H 1.03799 -0.41616 3.97438
C 3.65329 1.64625 -1.82653
H 1.98264 4.37968 -2.88269
C 1.27329 1.11469 5.45328
H -0.02570 4.22637 5.13288
C -1.08192 3.22215 2.73262
H 1.14909 -4.81904 3.41411
C -2.44347 2.85677 0.87789
I -1.03384 -7.59892 -0.10490
C -1.30821 -3.75344 1.88046
H 2.91309 -5.12751 -1.19637
C 3.67537 -4.72910 -0.52829
H 1.87913 0.52600 6.12111
C -3.18618 1.81151 -2.56781
H 0.53709 -2.71808 -0.76827
C 1.57150 2.31253 1.23842
C 2.28951 -0.85651 -4.35119
C -0.59977 -2.89325 1.04672
S 2.97094 -0.68617 2.30895
C -2.12325 4.32401 -2.98536
N -1.45705 2.39904 1.66589
C 2.44365 -1.14132 -3.00438
C 2.28514 3.56718 -2.23527
H -1.31541 -1.75760 -2.83345
C -1.87673 2.05371 -2.16028
C 1.77053 3.47101 -0.95640
C 0.35810 0.46604 -3.82979
C -3.42296 4.05926 -3.38389
C -2.02852 -0.73097 -1.09790
H -4.96338 2.58012 -3.48308
Br -3.20361 6.74405 2.03637
Si -0.79905 0.77626 -1.17256
C 0.98299 2.45437 5.73838
H 4.35366 -5.54121 -0.27182
C -1.56826 4.54451 2.83116
N 1.88930 -2.99738 2.88890
C 2.16302 2.44045 -0.09516
Br 1.64482 3.22712 7.34900
C -3.66946 -2.98599 -0.75752
C -0.23518 2.60955 3.68941
C -0.17548 -4.71011 -0.46784
H 1.22592 3.29778 1.59224
C 3.04362 -4.15921 0.70782
C -1.36851 3.32902 -2.39263
C -3.94784 2.79515 -3.17672
H -1.70205 5.31108 -3.12778
N 3.23132 -2.87857 0.93169
H -1.17941 5.19344 3.59861
C 3.20139 2.63306 -2.68881
C -2.92120 -0.82482 -0.03013
C 0.81194 0.60775 4.25160
C 0.21713 3.20442 4.89167
H 1.13479 0.21121 -5.80389
*
```

These are the Löwdin partial charges, in e, on atoms 1 to 6: number 1, O, carries -0.215; number 2, H, carries 0.080; number 3, H, carries 0.101; number 4, H, carries 0.102; number 5, H, carries 0.092; number 6, H, carries 0.094

C47H39Cl2N5O8SbY | ωB97M-V/def2-TZVPD

HOMO-LUMO gap = 7.4 eV
HOMO = -7.79 eV

Geometry as ORCA input:
```
! RIJCOSX wB97M-V def2-TZVPD def2/J DEFGRID3
* xyz 0 1
C -0.32787 5.61924 -3.53601
H 1.96800 1.17774 2.51077
H 6.30148 0.59245 0.25098
H -1.62076 -4.93395 -1.43972
C -0.15109 2.92536 -2.74955
H 2.45674 1.46183 -2.94657
H -2.45554 -2.48641 5.51854
O 4.07135 -0.31982 0.42879
C -3.16837 -0.21859 3.14736
C 4.01858 -1.23291 -3.68430
C 6.98527 2.26810 -0.88632
C -4.47028 -4.40835 2.14030
C 4.28097 -2.48034 -3.14493
H 5.09299 -3.08088 -3.52729
H -4.05396 -2.00399 -3.35876
C 1.02338 -2.52036 1.26290
C -3.16473 -1.40767 3.87194
H 0.07547 6.02479 -1.48459
C 1.16095 -1.49055 3.78527
H 1.28612 -1.10392 4.81047
C -0.12865 4.83398 0.59816
N -1.00992 -1.63787 -1.88653
C 0.96265 0.79379 2.75138
C -2.16725 -1.34293 -2.53778
O 8.72181 3.55866 -2.49338
C 3.67763 0.71488 -0.04537
H 0.25981 1.20852 2.08746
H -2.73246 -2.64200 2.31043
H -2.41482 0.75855 -2.04998
H -1.04957 5.44706 0.42203
C -2.97922 -3.61915 -2.45123
H -4.20442 -0.80984 1.39455
H -2.80761 1.94034 3.27737
O 7.49792 5.32718 -2.66428
C 2.93055 -0.55370 -3.19194
C 2.32546 -2.33020 -1.70180
C -0.10873 5.27516 -2.22808
C -2.41648 -0.30085 5.85388
H -1.98894 -0.29059 6.82872
Cl -6.00807 -1.65386 4.66804
H 4.64604 -0.88971 -4.50557
H 1.45684 -3.52631 4.41365
C -2.47818 0.90712 5.14537
H -3.44653 0.17524 -3.51213
C 5.29695 3.74389 -1.81453
H 3.35145 1.11202 -4.51220
C -2.74566 0.96593 3.81174
N 0.82560 -1.22088 1.43091
N -3.32649 -2.62475 3.14177
N 7.69507 4.19064 -2.25225
C 6.62826 3.39325 -1.61765
C -0.02320 3.70380 -0.37204
H 4.96801 4.61616 -2.36154
O 0.10807 2.53874 0.07487
H -0.39016 6.65977 -3.77578
C -5.60649 -5.19193 1.90096
Cl -2.93434 -4.94656 1.62640
H 3.63120 -4.07396 -1.83696
H -7.87239 -3.26640 3.39515
H 1.64422 0.77625 -4.31390
C 0.00090 3.97285 -1.79213
C -3.43820 -0.15728 1.67730
C -6.92684 -3.62161 3.14859
C -4.50049 -3.29851 2.98674
H -0.84185 4.84600 -5.48637
H 0.78784 5.45872 0.60069
C -0.85571 -2.93293 -1.51618
C 4.67148 1.80344 -0.47120
H -1.75274 0.45010 -3.54135
C 2.57917 0.78261 -3.76449
C -1.80530 -3.92513 -1.78530
O -1.82643 -1.81350 0.87894
H 0.69372 1.12756 3.76438
Y 0.39079 0.36649 -0.79121
C -2.66871 -1.46900 5.17321
C -3.13135 -2.33396 -2.87652
O 2.44533 1.02963 -0.32712
H 1.33353 -4.49704 2.25195
O -1.67657 0.26370 0.24498
C -6.85313 -4.72666 2.32798
H -0.64029 2.44271 -4.73166
C 4.27230 2.93673 -1.20594
C -5.75192 -2.96062 3.50155
C 3.43474 -3.03164 -2.13033
C 0.94674 -0.67736 2.64769
C 1.25477 -2.82161 3.61253
H 3.21879 3.10369 -1.36951
Sb 0.94655 -3.59998 -0.59143
H -7.72245 -5.31507 2.01352
C -2.50329 0.04602 -2.91900
C 1.28692 -3.40486 2.34388
C -0.57719 4.58828 -4.47120
H -3.68262 -4.42566 -2.56516
C 6.06176 1.49728 -0.30717
C -2.17726 -0.66379 0.88304
H -3.67899 0.82911 1.38082
C -0.54271 3.27422 -4.07447
N 2.08552 -1.08763 -2.19110
O 0.01154 1.67359 -2.48940
H 8.02703 2.09108 -0.59000
H -0.26032 4.40653 1.56545
H -5.49281 -6.11832 1.27869
H -2.23891 1.79063 5.72907
*
```

These are the Löwdin partial charges, in e, on atoms 1 to 6: number 1, C, carries -0.078; number 2, H, carries 0.103; number 3, H, carries 0.125; number 4, H, carries 0.076; number 5, C, carries -0.323; number 6, H, carries 0.041